[1]
Entry from the OMol25 dataset: a molecular structure, C26H28BaN6O2S2 (the ωB97M-V functional and the def2-TZVPD basis).

Atoms and positions in Å:
N1 1.463 0.455 -2.444
H1 -3.551 0.226 -1.478
C1 1.232 2.026 -4.732
C2 -0.755 0.076 3.878
N2 0.769 1.466 2.642
C3 -1.049 2.461 -4.137
C4 3.140 -1.324 0.283
H2 -5.257 0.055 -1.043
C5 -2.022 -1.566 5.085
H3 4.515 3.164 -0.655
C6 2.993 -2.333 2.567
H4 4.868 -0.766 -1.509
H5 1.939 2.990 -6.510
H6 -4.510 -4.668 0.457
C7 -1.185 3.280 -5.250
H7 1.232 0.731 4.520
H8 4.202 -1.503 0.406
N3 1.593 -0.237 -1.232
S1 3.825 3.480 1.642
C8 -4.154 -3.660 0.283
C9 2.183 2.769 1.527
H9 -2.115 -2.278 5.897
C10 -2.863 -0.498 3.131
H10 -3.944 -2.006 4.196
C11 2.788 -0.649 -0.947
C12 -4.899 -2.540 -0.171
C13 -2.852 -3.213 0.447
H11 3.260 4.402 -0.493
S2 1.124 3.181 0.279
H12 3.586 -1.580 3.092
H13 -3.630 -0.350 2.380
C14 0.268 0.958 -2.631
H14 2.167 1.534 -4.503
H15 -0.051 -0.922 5.646
H16 -2.132 3.771 -5.442
O1 -0.791 0.842 -1.936
H17 -4.096 0.643 0.140
H18 2.213 -2.697 3.233
H19 -1.345 -3.680 1.929
H20 3.982 0.621 -2.201
C15 0.505 0.814 3.709
C16 2.332 -1.722 1.335
C17 3.919 -0.434 -1.928
N4 -1.766 0.242 3.012
H21 -0.791 -3.820 0.278
O2 1.066 -1.633 1.385
Ba1 -0.566 -0.075 0.378
N5 -2.752 -1.899 0.117
C18 4.166 3.996 -0.046
C19 -3.039 -1.416 4.157
C20 -3.997 -1.490 -0.249
H22 -1.873 -5.052 0.945
H23 4.936 4.767 0.002
C21 -1.658 -3.980 0.923
C22 1.095 2.840 -5.845
H24 -0.217 4.116 -6.977
C23 -4.235 -0.075 -0.679
H25 -5.951 -2.497 -0.425
N6 1.998 2.015 2.585
H26 -1.867 2.295 -3.449
H27 3.659 -3.158 2.305
C24 0.159 1.825 -3.864
C25 -0.114 3.473 -6.110
H28 3.720 -0.977 -2.855
C26 -0.874 -0.812 4.951

Atomic forces in eV per Å
N 0.1 0.0 0.1
H 0.0 0.0 0.0
C 0.0 0.0 0.0
C -0.1 0.0 0.2
N -0.5 -0.4 0.1
C 0.1 -0.1 0.1
C 0.1 0.0 0.0
H 0.0 0.0 0.0
C 0.0 0.0 0.0
H 0.0 0.0 0.0
C 0.1 0.0 -0.1
H 0.0 0.0 0.0
H 0.0 0.0 0.0
H 0.0 0.0 0.0
C 0.0 0.0 0.0
H 0.1 0.0 -0.1
H 0.0 0.0 0.0
N -0.2 0.0 0.0
S 0.1 -0.1 0.0
C 0.0 -0.1 0.1
C -0.2 0.4 -0.4
H 0.0 0.0 0.0
C 0.1 0.0 0.4
H 0.0 0.0 0.0
C 0.0 -0.1 -0.1
C -0.1 0.1 0.0
C -0.1 -0.1 0.0
H 0.0 0.0 0.0
S 0.1 -0.2 0.0
H 0.0 0.0 0.0
H 0.0 -0.1 0.0
C 0.4 0.1 -0.3
H 0.0 0.0 0.0
H 0.0 0.0 0.0
H 0.0 0.0 0.0
O 0.0 0.0 -0.1
H 0.0 0.0 0.0
H 0.0 0.0 0.0
H 0.0 0.0 0.0
H 0.0 0.0 0.0
C -0.1 0.0 0.1
C 0.1 0.0 -0.3
C 0.0 0.1 0.0
N 0.2 0.1 -0.2
H 0.0 0.0 0.0
O 0.1 -0.2 0.2
Ba -0.4 0.4 0.2
N 0.2 0.3 0.2
C 0.0 0.1 -0.1
C -0.2 -0.1 -0.1
C 0.0 -0.1 0.0
H 0.0 0.0 0.0
H 0.0 0.0 0.0
C 0.1 0.0 0.0
C 0.0 0.0 0.0
H 0.0 0.0 0.0
C 0.0 0.1 0.0
H 0.0 0.0 0.0
N 0.2 0.0 0.4
H 0.0 0.0 0.0
H 0.0 0.0 0.0
C 0.0 0.0 -0.1
C 0.0 0.1 -0.1
H 0.0 0.0 0.0
C 0.1 0.0 0.0

Values from the calculation:
- Energy above the lowest of the compared OMol25 structures with the same formula, charge and spin: 0.0 kJ/mol
- Calculated total energy: -2308.57879 Ha
- Total charge: -2

=====

[2]
Entry from the OMol25 dataset: a molecular structure, C26H28BrCrN6O4S2Si (the ωB97M-V functional and the def2-TZVPD basis).

Atoms and positions in Å:
H1 -3.708 -2.580 0.327
C1 -2.268 2.935 -3.106
H2 -1.444 1.587 3.154
H3 -1.119 -4.127 -0.427
H4 -2.519 0.320 2.481
C2 -2.009 1.976 0.472
C3 2.825 4.614 0.975
C4 -0.819 2.338 -7.303
H5 -0.285 -3.715 -1.931
H6 -1.866 -4.521 -1.989
H7 -2.149 3.399 -8.622
C5 -1.716 2.147 -0.881
C6 4.027 -3.217 -1.039
Cr1 0.271 -0.002 -0.125
H8 -3.844 4.091 -3.913
H9 3.896 6.192 1.954
C7 -2.752 3.633 -6.591
C8 -1.514 0.738 2.476
O1 -0.622 1.536 -1.380
C9 -0.499 1.990 -6.007
C10 3.429 -3.654 1.318
H10 5.757 3.239 1.197
O2 -1.175 -1.031 -0.616
C11 2.215 -1.985 0.023
H11 -2.846 -0.608 -3.279
H12 -4.221 -1.205 -0.673
C12 -2.420 3.273 -5.289
Br1 -5.375 4.291 1.032
C13 -3.658 3.556 -1.099
H13 6.369 3.938 -0.318
H14 -0.640 1.641 -2.390
H15 2.007 4.519 1.686
H16 4.158 3.772 -1.349
H17 -3.320 2.488 2.092
C14 -3.764 -2.201 -0.699
C15 -2.251 -1.527 -3.220
H18 -4.322 4.164 -1.700
H19 0.351 1.359 -5.780
H20 -1.268 -1.329 -3.662
N1 -3.007 3.556 -4.062
N2 -1.249 2.286 -3.613
C16 5.499 3.855 0.329
C17 -3.901 3.411 0.245
N3 3.605 -4.217 2.307
C18 4.352 3.222 -0.427
C19 3.194 -2.938 0.096
O3 5.159 5.170 0.746
C20 -1.269 -3.775 -1.453
H21 4.306 4.560 2.528
H22 -4.426 -2.863 -1.269
H23 -3.611 4.254 -6.815
Si1 -2.062 -2.103 -1.455
N4 3.153 3.288 0.434
H24 4.560 2.180 -0.666
O4 -1.162 1.140 1.144
S1 1.192 -1.567 1.357
C21 -1.319 2.472 -4.990
N5 1.595 1.389 0.382
N6 4.688 -3.442 -1.956
C22 4.065 5.163 1.645
H25 -0.206 1.977 -8.119
C23 -3.089 2.611 1.045
C24 -2.557 2.911 -1.670
H26 2.517 5.271 0.159
S2 1.898 -1.073 -1.421
H27 -0.799 -0.025 2.761
H28 -2.746 -2.288 -3.834
C25 2.285 2.309 0.415
C26 -1.930 3.150 -7.591

Atomic forces in eV per Å
H 0.0 0.0 -0.1
C -0.1 0.1 0.2
H 0.0 0.0 0.0
H 0.0 0.0 -0.1
H 0.0 0.0 0.0
C 0.0 -0.2 0.3
C 0.0 -0.2 -0.1
C 0.0 0.0 0.0
H 0.0 -0.1 0.0
H 0.1 0.1 0.1
H 0.0 0.0 0.0
C 0.2 -0.3 0.0
C -0.2 0.0 0.3
Cr -0.9 -1.2 -0.4
H 0.0 0.0 0.0
H 0.0 0.0 0.0
C 0.0 0.0 0.0
C 0.0 0.0 -0.1
O 0.2 -0.1 0.9
C 0.0 0.0 0.0
C 0.0 0.1 -0.2
H 0.0 0.0 0.0
O -0.3 0.1 0.1
C 0.0 0.1 0.0
H 0.1 -0.1 0.0
H 0.0 -0.1 0.0
C -0.2 0.1 0.1
Br 0.0 0.0 0.0
C -0.1 0.1 0.0
H 0.0 0.0 0.0
H 0.1 0.0 -0.5
H 0.0 0.0 0.0
H 0.0 0.0 -0.1
H 0.0 0.0 0.0
C -0.2 0.0 0.1
C 0.0 0.1 -0.3
H 0.0 0.0 0.0
H 0.0 0.0 0.0
H -0.1 0.0 0.0
N 0.0 0.1 -0.1
N 0.0 0.1 -0.7
C 0.0 0.1 0.1
C 0.0 0.0 0.0
N 0.0 0.1 -0.1
C -0.2 0.0 0.1
C 0.3 -0.3 0.0
O 0.0 -0.1 0.0
C 0.2 -0.3 0.0
H 0.0 0.0 0.0
H 0.1 0.1 0.1
H 0.0 0.0 0.0
Si 0.2 0.2 0.1
N 0.0 -0.1 0.0
H 0.0 0.0 0.0
O 0.2 0.1 0.1
S 0.0 0.1 0.0
C 0.2 -0.1 0.1
N 0.3 0.6 0.2
N 0.0 0.1 0.1
C 0.1 0.0 0.0
H 0.0 0.0 0.0
C 0.0 0.0 0.1
C -0.2 0.2 -0.4
H 0.0 0.0 0.0
S -0.1 0.1 0.0
H 0.1 0.0 0.0
H 0.0 0.1 0.0
C 0.5 0.3 0.0
C 0.0 0.0 0.0

Values from the calculation:
- Energy above the lowest of the compared OMol25 structures with the same formula, charge and spin: 0.0 kJ/mol
- Calculated total energy: -6341.55032 Ha
- Total charge: 0
- 2S+1: 4

=====

[3]
Entry from the OMol25 dataset: a molecular structure, C26H28BrLuN4Si (the ωB97M-V functional and the def2-TZVPD basis).

Atoms and positions in Å:
H1 -1.056 1.392 -6.317
H2 -1.267 -1.372 3.451
H3 1.256 -2.526 -1.903
H4 5.264 -1.462 0.601
C1 -2.003 -2.447 -0.839
C2 -1.256 1.555 -2.952
H5 2.589 -1.855 -2.885
C3 0.082 0.636 4.440
H6 2.731 -3.440 -2.123
H7 0.218 -0.674 -5.693
N1 -0.442 -0.041 2.100
C4 0.172 0.822 3.065
H8 2.100 3.619 3.020
H9 0.986 2.053 1.497
C5 0.714 1.520 5.295
H10 -0.470 -0.188 4.872
C6 -3.041 -3.836 0.789
C7 -2.772 3.723 0.358
H11 -1.602 2.298 1.452
C8 2.195 -2.477 0.994
C9 -2.801 -3.540 -0.538
N2 -1.465 -1.669 0.102
H12 -3.811 4.961 -1.057
H13 2.499 -2.043 1.952
C10 -1.114 -1.069 2.418
H14 -3.128 4.233 1.242
H15 -3.652 -4.686 1.062
C11 4.884 -1.829 -0.357
C12 -1.441 1.913 -4.273
H16 -1.792 -2.185 -1.868
C13 -2.484 -3.024 1.774
H17 2.903 0.593 0.518
H18 -3.214 -4.140 -1.336
H19 5.369 -1.255 -1.151
H20 2.388 -3.553 1.035
Lu1 0.137 0.114 -0.299
C14 -1.804 2.359 -1.820
H21 -2.962 3.723 -3.005
H22 0.513 -1.186 -3.299
C15 -1.709 -1.953 1.395
Si1 3.057 -1.627 -0.443
C16 -1.920 2.645 0.477
C17 2.349 -2.425 -1.983
C18 -2.658 3.427 -2.013
H23 -1.980 2.811 -4.532
C19 1.532 2.787 3.414
H24 2.875 0.691 -1.239
C20 2.469 0.134 -0.382
C21 -3.144 4.121 -0.914
C22 -0.052 -0.315 -3.604
H25 0.648 1.378 6.365
C23 0.893 1.897 2.567
H26 5.182 -2.876 -0.462
C24 -0.916 1.116 -5.280
H27 -2.653 -3.223 2.824
N3 -1.444 1.978 -0.584
N4 -0.565 0.448 -2.627
C25 -0.211 -0.025 -4.943
Br1 2.288 3.773 5.946
H28 1.100 -2.371 0.915
C26 1.436 2.590 4.781

Atomic forces in eV per Å
H 0.0 0.0 0.0
H -0.1 0.1 0.0
H 0.0 0.0 0.0
H 0.0 0.0 -0.1
C 0.0 0.0 0.1
C -0.1 0.0 0.2
H 0.0 -0.1 0.0
C 0.0 0.0 0.2
H 0.0 0.1 0.0
H 0.0 0.0 0.0
N 0.5 0.5 -0.6
C -0.2 -0.2 -0.2
H 0.0 0.0 0.0
H 0.0 0.0 -0.1
C -0.1 -0.1 0.0
H 0.0 0.0 0.0
C 0.0 0.0 0.1
C 0.0 0.0 0.0
H 0.0 0.0 0.0
C -0.1 -0.1 0.2
C 0.0 0.0 -0.1
N 0.5 0.2 -0.3
H 0.0 0.0 0.0
H 0.0 0.0 0.0
C -0.2 -0.5 0.0
H 0.0 0.0 0.0
H 0.0 0.0 0.0
C 0.3 -0.1 0.0
C -0.1 0.1 -0.2
H 0.0 0.0 0.0
C -0.2 -0.2 0.1
H 0.0 0.0 0.0
H 0.0 0.0 0.0
H 0.0 0.0 0.0
H 0.0 0.1 0.0
Lu -0.4 0.3 -0.1
C 0.0 -0.1 -0.1
H 0.0 0.0 0.0
H 0.0 0.0 0.0
C 0.1 0.2 0.2
Si -0.2 0.1 0.1
C 0.0 0.0 -0.1
C 0.0 -0.1 -0.2
C -0.1 0.2 -0.1
H 0.0 0.0 0.0
C 0.0 -0.1 -0.2
H 0.0 0.0 0.0
C -0.7 0.2 -0.1
C 0.0 0.0 0.0
C -0.1 0.1 0.0
H 0.0 0.0 0.0
C 0.1 0.1 -0.1
H 0.0 0.1 0.0
C 0.0 0.1 -0.1
H 0.0 0.0 0.0
N 0.7 -0.4 0.4
N 0.4 -0.3 0.6
C 0.0 0.0 0.0
Br 0.1 0.1 0.1
H 0.0 -0.1 0.0
C 0.0 0.0 0.1

Values from the calculation:
- Calculated total energy: -5325.24889 Ha
- Total charge: +2

=====

[4]
Entry from the OMol25 dataset: a molecular structure, C26H28BrN3O8S2Ti (the ωB97M-V functional and the def2-TZVPD basis).

Atoms and positions in Å:
S1 2.197 -2.620 0.884
C1 -3.636 -0.988 1.185
H1 -0.299 -2.539 -0.589
C2 1.199 3.145 -0.194
C3 -0.906 3.251 -1.119
H2 -3.066 -0.615 4.524
Br1 -2.998 -3.392 -4.624
C4 -0.825 -2.065 -1.410
N1 1.662 -0.550 -0.804
C5 -2.159 -2.275 -3.411
C6 3.554 -1.907 -1.377
C7 -2.187 2.501 0.869
H3 -3.101 -1.542 0.413
O1 0.357 2.704 3.299
H4 4.789 -0.316 -4.114
C8 -1.523 -1.202 2.393
H5 -1.507 -2.182 5.461
C9 4.712 -1.036 -3.324
H6 -1.051 -3.597 4.410
C10 0.271 3.456 1.017
C11 -2.344 -0.898 -3.475
H7 -0.055 4.305 -2.839
H8 -4.622 -1.434 1.328
C12 0.357 2.409 2.131
H9 2.033 4.279 -1.808
H10 0.740 -0.358 3.329
C13 5.427 -3.117 -2.322
C14 1.247 4.366 -1.062
H11 2.159 2.686 0.021
C15 4.415 -3.043 -1.361
C16 0.557 -1.386 3.667
H12 0.813 -1.579 4.709
H13 -1.574 4.561 0.500
C17 5.614 -2.108 -3.255
C18 -0.135 4.429 -1.732
H14 6.075 -3.996 -2.306
H15 1.133 -2.027 2.965
C19 -1.374 -2.890 -2.391
N2 -0.895 -1.687 3.487
O2 -3.100 2.746 1.612
S2 2.357 0.245 -2.094
C20 -3.672 -0.721 3.629
H16 -2.962 -0.424 -4.253
H17 1.469 5.262 -0.457
C21 -0.998 -0.664 -1.480
O3 -0.923 -1.032 1.282
N3 -2.895 -1.103 2.444
C22 -1.200 3.540 0.338
H18 6.446 -2.109 -3.977
C23 -1.666 -0.099 -2.548
C24 3.669 -0.974 -2.399
H19 0.436 4.471 1.425
H20 -4.501 -1.436 3.784
H21 -4.126 0.274 3.422
O4 1.456 0.303 -3.220
C25 2.401 -1.644 -0.466
H22 -1.137 -3.980 -2.388
O5 2.934 1.510 -1.659
O6 0.284 2.127 -0.977
O7 -1.955 1.263 0.338
H23 4.286 -3.774 -0.571
O8 0.525 1.162 1.645
H24 -0.646 5.365 -1.520
Ti1 -0.237 0.379 0.053
H25 -2.591 -2.715 4.054
C26 -1.552 -2.580 4.458
H26 -3.715 0.077 0.862
H27 -1.723 2.810 -1.763
H28 -1.721 0.976 -2.647

Atomic forces in eV per Å
S -0.4 -0.6 0.7
C 0.2 0.6 -0.1
H 0.2 0.2 0.0
C -2.1 -1.2 0.4
C 1.5 -1.5 -0.7
H 0.1 -0.1 -0.1
Br -0.7 -0.8 -1.1
C -1.0 -0.1 -1.1
N 0.3 1.5 -0.6
C 1.0 0.3 1.7
C -1.9 -0.7 1.7
C 1.1 -2.9 -1.8
H 0.0 0.1 0.0
O -0.2 0.4 0.8
H 0.1 0.4 -0.2
C -0.2 -0.7 -1.6
H -0.2 0.1 0.3
C -0.8 -0.2 0.7
H -0.4 1.1 0.2
C -0.8 0.5 -0.5
C 0.2 0.0 -0.4
H 0.0 0.1 0.8
H 0.0 0.0 0.0
C 1.0 -2.4 -1.8
H 0.1 -0.1 -0.1
H 0.0 -0.2 0.4
C -0.6 -0.8 1.6
C 0.4 0.4 -0.5
H -0.3 -0.2 0.0
C 0.6 0.6 -0.6
C -0.5 -0.6 -1.2
H 0.0 0.2 0.0
H -0.1 -0.4 -0.1
C 0.3 1.0 -1.3
C -0.2 -0.7 -0.8
H 0.0 0.3 -0.1
H -0.2 0.3 0.6
C 0.0 0.3 -0.5
N 0.5 0.5 1.0
O -0.6 0.5 0.6
S 0.5 -1.5 0.5
C -0.2 0.8 -0.9
H 0.3 -0.5 0.2
H -0.1 -0.4 -0.1
C -0.5 -1.1 -1.1
O -1.0 -0.9 2.7
N -0.1 0.1 0.1
C 0.6 -0.3 0.5
H -0.4 -0.3 0.4
C -0.7 -1.0 -0.2
C 0.1 0.9 -0.4
H 0.3 -0.6 0.0
H 0.4 0.1 0.1
H 0.2 -0.5 0.1
O 0.0 0.4 -0.3
C 2.6 -0.7 -1.5
H -0.5 0.9 -0.1
O 0.2 0.0 -0.4
O -0.4 4.8 0.0
O -1.5 3.3 1.3
H 0.0 -0.1 -0.2
O 0.5 3.3 2.7
H -0.2 0.1 0.0
Ti 1.7 -0.6 0.3
H 1.0 -0.1 1.0
C 0.0 -0.8 -2.3
H 0.0 -0.9 0.3
H 1.0 0.4 1.0
H -0.1 0.1 0.0

Values from the calculation:
- Energy above the lowest of the compared OMol25 structures with the same formula, charge and spin: 25.6 kJ/mol
- Calculated total energy: -5993.70410 Ha
- Total charge: -2
- 2S+1: 3